1:
C36H101N7O11 | ωB97M-V with the def2-TZVPD basis set

Last column: Mulliken charge in e.
Geometry (Å):
O 16.29086 0.64998 15.27770  -0.24
O 14.61166 9.72989 13.70871  -0.36
O 12.88617 4.65242 15.88825  1.51
O 17.19066 2.70344 19.88624  -0.44
O 6.26786 3.25666 16.68956  -0.53
O 14.75827 6.67490 17.62706  -0.50
O 11.76199 1.01670 12.95553  -0.65
O 13.04701 -0.78696 14.66064  -0.32
O 11.09620 1.37985 21.43913  0.00
O 9.82085 8.24000 17.78310  0.41
O 11.13871 5.19114 20.30292  0.40
N 8.41262 6.43125 20.11281  -0.56
N 15.22935 -3.14960 12.81032  -0.83
N 15.24206 3.97935 14.28580  -0.45
N 11.58370 10.54795 17.96958  -0.54
N 9.22892 -0.49700 24.06260  -0.76
N 17.39952 1.73521 22.56482  -0.82
N 14.17820 7.22626 14.96386  -0.32
C 9.66799 11.78801 18.94569  -1.67
C 11.96108 4.48922 16.98700  0.34
C 13.29939 -1.88707 12.01997  -1.34
C 13.95255 7.48389 19.75631  -1.16
C 11.34557 5.15052 21.69226  -0.76
C 9.28686 9.54581 17.82731  -0.87
C 13.33081 9.35947 14.16088  -0.89
C 9.96147 4.55045 19.86839  -0.20
C 12.47843 1.25124 21.77317  -0.92
C 16.00102 2.01981 15.47122  -0.06
C 10.20788 1.15061 22.49347  -0.90
C 10.26344 10.41787 18.61974  0.56
C 14.72642 9.88310 12.33518  -0.74
C 16.84162 -0.00461 16.37705  -0.89
C 11.62092 3.41987 12.75827  -1.09
C 11.75979 7.36799 14.43365  -1.08
C 7.47702 4.22578 20.17261  -1.62
C 10.20696 -0.30024 22.97334  0.43
C 12.89296 -0.54200 16.01817  -0.63
C 12.23935 3.22370 17.72932  -0.04
C 14.46951 -1.86420 12.97387  0.93
C 16.67803 3.69102 19.02895  -0.20
C 13.17013 7.82115 14.05396  0.51
C 9.93596 -1.24679 21.80385  -1.26
C 8.30778 4.17248 15.93016  -0.15
C 7.32785 3.01427 15.75037  -0.67
C 8.69112 5.06047 20.54879  0.62
C 11.57025 2.25588 13.72085  0.83
C 14.25178 7.81668 18.30277  0.76
C 15.75834 2.58778 14.08053  0.48
C 16.04936 -0.21126 21.92980  -1.39
C 17.01966 2.76048 13.21502  -1.59
C 14.01683 -1.81431 14.42433  -0.74
C 16.25331 1.82900 20.45819  -0.48
C 16.96368 0.89611 21.43076  0.64
C 9.02640 7.36524 17.02109  -1.96
H 8.29192 -0.40098 23.64948  0.28
H 7.83194 2.06240 15.93113  0.34
H 12.68929 -1.47419 16.57211  0.46
H 10.75603 -1.46719 21.11944  0.27
H 12.75548 0.20926 21.94248  0.45
H 9.19955 -1.49120 24.28213  0.28
H 11.05756 4.28252 13.11210  0.08
H 15.21550 -1.09487 12.73647  0.18
H 16.07338 -3.09367 13.38674  0.27
H 10.36195 1.85692 23.31839  0.41
H 12.67481 3.67820 12.63698  0.08
H 12.15756 0.21108 16.26927  0.17
H 8.69147 5.04047 21.64248  0.31
H 8.92563 4.00383 16.81346  -0.09
H 13.40282 7.52821 13.02598  0.23
H 9.23940 12.28673 18.06747  0.33
H 15.63343 3.97871 19.15367  0.16
H 10.45526 12.47361 19.25359  0.43
H 12.19894 5.35950 17.61676  -0.13
H 12.90004 5.59904 15.71965  -1.06
H 8.34484 9.57647 18.39278  0.39
H 14.56422 6.32714 14.67440  -0.09
H 17.39847 1.76128 12.98052  0.35
H 13.84768 -0.33264 16.52989  0.02
H 17.80606 0.51504 20.83149  0.30
H 17.79549 0.45917 16.64672  0.37
H 9.90964 4.60368 18.78205  -0.41
H 9.25973 6.95887 19.92956  0.13
H 16.15983 -0.08814 17.22980  0.24
H 13.47359 -2.30423 11.02449  0.40
H 6.91207 2.95722 14.74334  0.30
H 14.34010 3.87428 14.76502  -0.28
H 6.08794 2.46281 17.20153  0.32
H 9.43123 6.37008 17.19227  0.52
H 16.64543 -0.79032 22.64150  0.39
H 14.61041 8.98448 11.70193  0.28
H 15.27352 0.26619 22.53006  0.33
H 9.51346 -2.21160 22.09472  0.42
H 17.11223 -1.04185 16.16012  0.29
H 10.06156 3.46802 20.06258  0.24
H 7.28188 4.19477 19.09372  0.25
H 15.76061 10.10286 12.05276  0.31
H 14.94168 7.90244 14.95566  0.40
H 12.91647 -0.86451 11.95505  0.22
H 13.27983 9.54227 15.23752  0.25
H 15.10274 2.15301 16.08373  0.07
H 13.53010 -2.77518 14.62775  0.32
H 17.92290 2.49015 22.10877  0.29
H 10.43763 9.91693 19.57699  0.24
H 7.83279 6.45894 19.28913  0.27
H 11.14920 -0.52060 23.49160  0.28
H 15.73449 1.28832 19.65504  0.16
H 8.86523 11.66199 19.66884  0.41
H 14.83382 7.52881 20.39959  0.42
H 11.88220 9.59669 17.76138  -0.09
H 9.02293 7.61405 15.95364  0.58
H 12.19162 0.39081 13.56685  0.54
H 15.03455 8.58997 18.30040  0.33
H 13.41829 6.57187 20.03181  0.01
H 11.39086 11.01631 17.08365  0.30
H 9.14641 9.93838 16.81190  0.29
H 8.93394 4.29884 15.04573  0.27
H 12.90003 1.57839 20.81908  0.15
H 15.48385 2.36010 21.03847  0.28
H 17.25039 4.62282 19.11379  0.30
H 11.55306 7.62106 15.47285  0.00
H 17.83652 3.26009 13.73181  0.32
H 16.89659 2.53006 15.84386  0.25
H 9.12624 -0.77999 21.22601  0.27
H 12.44277 -2.50836 12.30696  0.29
H 14.50922 6.76794 16.66165  0.46
H 13.34658 8.20874 17.81792  -0.48
H 10.94944 4.65409 16.60412  -0.20
H 12.12071 2.37270 17.04750  -0.40
H 11.70915 3.03658 18.65717  -0.03
H 12.38833 2.21944 14.44707  -0.43
H 12.77144 1.94709 22.56262  0.35
H 14.80326 -1.61805 15.15748  0.15
H 15.60738 -3.06662 11.86616  0.29
H 14.90372 4.27335 13.36565  0.39
H 18.14753 1.25876 23.07027  0.26
H 9.17755 1.33611 22.17001  0.28
H 11.19935 4.11654 22.04002  0.00
H 11.09482 7.85446 13.71008  0.64
H 12.53845 9.86479 13.60258  0.49
H 14.07043 10.63772 11.89139  0.31
H 14.98533 2.02400 13.54740  0.18
H 16.90947 3.43604 17.98674  -0.09
H 7.97328 7.31756 17.32662  0.63
H 15.68202 -0.89287 21.16661  0.34
H 13.29531 3.20460 18.01966  0.04
H 11.23137 3.12446 11.78528  0.49
H 10.67491 5.73458 22.33699  0.32
H 12.34958 5.52867 21.87246  0.26
H 6.55521 4.57306 20.63934  0.46
H 11.56628 6.31375 14.22475  0.01
H 7.76345 5.07522 16.20132  0.25
H 7.60523 3.17335 20.45330  0.29
H 13.26570 8.25596 20.13573  0.32
H 10.59659 2.07078 14.19164  0.23
H 16.69846 3.29616 12.32612  0.47

As for the spin multiplicity: 1. Its structure (SMILES) is COC[C@H](C)N.COC[C@H](C)N.COC[C@H](C)N.COC[C@H](C)N.COC[C@H](C)N.COC[C@H](C)N.COC[C@H](C)N.CCO.CCO.CCO.CCO. As for the HOMO energy: -8.8 eV. The frontier orbital gap comes out at 9.23 eV.

=====

2:
C36H101N7O11 | ωB97M-V with the def2-TZVPD basis set

Last column: Mulliken charge in e.
Geometry (Å):
O 2.25892 -1.74236 -3.93088  -0.43
O -2.98686 1.94271 -1.43633  -0.26
O 4.78938 2.44830 2.79152  -0.60
O -3.69089 6.48582 1.31404  -0.33
O -0.50366 1.02122 -6.44791  -0.55
O 5.66895 -1.01564 0.29594  -0.12
O 0.67988 -1.30309 5.50043  -0.30
O -1.59077 -0.27552 -1.50779  -0.34
O 1.51454 3.14182 -0.63142  -0.14
O -1.35281 -6.44840 -0.36855  -0.40
O -5.52310 -2.08992 0.44265  -0.37
N -9.19353 -1.47573 0.20399  -0.78
N 3.07420 4.80601 2.22602  -0.69
N 2.62040 -0.66699 8.41769  -0.76
N -1.66290 4.26230 -0.97776  -0.36
N 3.80606 -4.18783 0.41152  -0.77
N 2.25497 0.07709 -7.12454  -0.79
N 2.10105 -5.58506 -1.57187  -0.67
C 2.66590 -0.93405 -6.14928  0.23
C 1.85707 -0.78084 -4.87309  0.03
C 2.60929 3.64421 0.09165  -0.34
C 7.00939 -0.62379 0.63680  -0.96
C -1.23906 2.08770 -4.54713  -0.30
C -2.08631 -5.23513 -0.32724  -0.65
C 5.43910 -2.37219 0.37914  -1.08
C -1.39396 -0.64810 -0.18651  -0.39
C 0.68617 -5.79662 -1.58763  1.17
C -4.40187 1.91463 -1.62876  0.53
C 2.00131 -2.82142 7.90146  -1.58
C 2.92503 1.03178 3.45742  -0.60
C 4.26130 1.13138 2.71171  -0.41
C 1.94551 2.25014 -1.67958  -0.44
C -3.85467 7.84800 1.66023  -0.72
C 1.38165 -1.70989 -2.82667  -0.17
C 2.98245 -2.01401 0.73262  -1.17
C 2.17844 -1.43338 7.34539  0.86
C -4.41938 -2.10740 -0.46820  -0.02
C 0.31248 -6.65656 -2.80839  -1.63
C -4.69631 2.12202 -3.07733  -1.36
C 0.07067 -6.36195 -0.26262  -0.72
C -7.90627 -1.68560 0.85198  0.48
C -0.16964 2.09797 -5.61428  -0.40
C -8.13755 -2.96178 1.69218  -1.50
C 2.03890 4.32810 1.34295  0.80
C 1.07912 5.51174 1.16028  -1.17
C -6.80589 -1.80336 -0.18346  -0.58
C -2.32706 3.82483 1.33261  -1.01
C -0.20560 -0.53741 4.70783  -0.73
C -0.17918 0.00381 0.43534  1.04
C 4.14996 -0.61014 -5.93728  -1.40
C 0.97528 -0.67093 6.69764  -0.68
C -2.53647 4.68180 0.10223  0.31
C 4.03526 -2.80992 0.01793  0.88
C -2.54070 6.21371 0.47062  -0.61
H -1.77882 -4.51540 -1.08656  0.25
H 0.16531 5.25176 0.62734  -0.11
H -2.26844 2.79320 0.98300  0.03
H 1.60203 -3.53940 7.18432  0.32
H -1.20184 -0.40148 5.13008  0.39
H -4.39182 1.26061 -3.67347  0.31
H -0.76364 -6.74169 -2.95709  0.30
H 1.24289 0.10302 -7.10972  0.30
H 2.46555 -5.24069 -2.44931  0.28
H -3.22657 3.79488 1.94708  0.41
H 2.60406 1.47803 -1.27920  0.23
H 7.16930 -0.80804 1.70075  0.39
H 1.62269 6.28147 0.60951  0.45
H 4.18238 0.81382 1.67178  0.26
H 0.76056 -0.21315 -0.07373  -0.67
H 1.92764 0.17368 -4.34908  -0.26
H -3.15339 -5.45123 -0.35956  0.27
H 0.34064 -1.94463 -3.05205  0.45
H 4.96241 0.50584 3.26616  0.42
H 0.21035 0.38898 4.30865  0.23
H 0.19668 -4.84120 -1.79083  -0.30
H -1.43271 4.15243 1.86231  0.32
H 1.37452 -0.78263 -2.25038  -0.11
H 0.84239 -1.07846 -5.14460  0.46
H -1.14814 2.94077 -3.87358  0.10
H -2.00932 0.58804 -1.59908  0.13
H 1.41946 -2.85759 8.82291  0.39
H 2.52292 -1.94570 -6.52898  0.34
H 2.69450 -0.00520 3.70288  0.42
H 4.31338 0.35192 -5.45111  0.30
H -0.74986 4.03608 -0.60478  -0.37
H 2.59846 -5.02383 -0.89312  0.26
H 0.72837 -6.18693 -3.70021  0.45
H 4.24181 -4.31172 1.31651  0.25
H -0.31100 1.08633 0.45043  -0.32
H -1.86701 -4.78908 0.64486  0.37
H -6.96194 -2.55534 -0.95896  0.31
H -1.49968 5.01305 -1.63542  0.30
H 1.08229 1.71894 -2.08138  -0.18
H -9.84884 -1.78610 0.90984  0.32
H -2.96703 8.11978 2.23418  0.29
H -1.13106 1.44911 -7.03637  0.32
H -2.29404 -0.36366 0.36150  0.37
H 7.82532 -1.06706 0.06511  0.34
H 2.08556 1.30744 2.81726  -0.26
H -1.33011 -1.73689 -0.17545  0.06
H -4.19659 -1.10997 -0.85052  -0.16
H 2.93789 -3.28888 8.20878  0.39
H -3.50838 4.38342 -0.29444  0.32
H 0.07384 -0.72705 7.31105  0.30
H 5.72091 2.42425 2.56033  0.27
H 3.00025 -1.50001 6.62883  0.13
H -2.71389 2.86590 -1.36144  0.16
H 1.98792 -2.43520 0.58426  0.37
H 3.64862 4.03977 2.55402  0.36
H -2.56634 6.69939 -0.50620  0.50
H -4.57755 -2.80431 -1.29169  0.33
H 6.24884 -2.93374 -0.09164  0.43
H 3.76709 -2.71229 -1.03482  0.19
H -1.64819 6.46178 1.04614  0.29
H 1.18122 0.38547 6.51618  0.32
H -4.12926 2.89899 -3.59140  0.29
H 2.42104 2.74033 -2.53002  0.44
H 4.76224 -0.69731 -6.83446  0.40
H 5.60297 -2.63208 1.42882  0.35
H -4.81735 0.95525 -1.32093  -0.32
H 1.56907 3.50334 1.88094  -0.11
H -8.76158 -2.84409 2.57762  0.42
H 3.29660 4.30843 -0.43566  0.26
H -2.19284 2.03317 -5.07233  0.34
H -4.70849 7.97812 2.32425  0.24
H 4.35404 -4.82753 -0.14973  0.31
H 0.51183 -7.35642 -0.18797  0.37
H 3.75772 5.34903 1.71414  0.30
H -9.38733 -2.25416 -0.41378  0.30
H -8.32161 -3.89388 1.15744  0.35
H 4.53964 -1.37283 -5.26121  0.32
H -7.13827 -3.15640 2.08845  0.32
H 0.74684 -7.65071 -2.69847  0.36
H 3.19705 2.81773 0.49534  0.01
H 0.75173 6.08488 2.02783  0.41
H -7.73086 -0.91915 1.60698  0.25
H 3.12621 -1.99013 1.81370  0.45
H 2.54343 0.97926 -6.77103  0.34
H -3.51589 -2.29872 0.10987  0.08
H 1.77083 -2.40724 -2.08371  -0.15
H 7.15224 0.45484 0.56996  0.25
H -6.73802 -0.86936 -0.74428  0.27
H 2.86673 1.68163 4.33031  0.43
H 2.94383 -0.99646 0.34251  -0.08
H -3.94860 8.47023 0.76955  0.30
H -5.75850 2.32893 -3.21101  0.45
H 0.80845 1.90695 -5.17185  -0.03
H 0.38505 -5.81975 0.63046  0.35
H -0.07945 3.00099 -6.21925  0.49
H -0.32476 -1.12464 3.79635  0.21
H 3.52337 -0.95795 8.76772  0.27
H -4.94799 2.69973 -1.10375  0.41
H 2.84098 0.28537 8.15715  0.23
H 0.05455 -0.29939 1.45696  0.06
H -1.19572 1.20832 -3.90416  -0.02

As for the spin multiplicity: 1. Its structure (SMILES) is COC[C@H](C)N.COC[C@H](C)N.COC[C@H](C)N.COC[C@H](C)N.COC[C@H](C)N.COC[C@H](C)N.COC[C@H](C)N.CCO.CCO.CCO.CCO. As for the HOMO energy: -8.4 eV. The frontier orbital gap comes out at 8.68 eV.

=====

Q: Which of them is the least stable? A: 2.